Entry 1:
# C13H21BBrF6NO3P2

A cluster of 2 separate species, C13H21BBrF6NO3P2 in total at a distorted geometry (ωB97M-V/def2-TZVPD, the Open Molecules 2025 dataset).

max |F|	6.31	eV/Å
LUMO	-1.40	eV
E_HOMO	-8.79	eV
total charge	0
calculated total energy	-4668.8756	Eh

Geometry (Å):
C (2.5829, -3.9419, 1.1677)
O (1.9222, -2.6538, 1.4307)
B (0.4609, -2.7937, 1.5916)
O (-0.1689, -4.1073, 1.2406)
C (-0.5297, -1.5704, 2.1723)
N (-1.7509, -1.4905, 1.2322)
C (-1.7835, -0.2545, 0.3091)
P (-3.4794, 0.3053, -0.3976)
O (-3.7578, -0.8174, -1.7462)
Br (-5.1188, 0.1144, 1.1701)
C (-0.9432, 0.8155, 1.2807)
C (0.3140, -0.2277, 1.6392)
C (1.4942, 0.3847, 2.5982)
C (2.4628, 1.5035, 1.8506)
C (2.7712, 1.1274, 0.2755)
C (3.7264, -0.2024, 0.0166)
C (4.0070, -0.6176, -1.5442)
C (3.3229, 0.2911, -2.7297)
C (2.3715, 1.6301, -2.4679)
C (2.0939, 2.0486, -0.9064)
H (2.1989, -4.5127, 0.2206)
H (2.5810, -4.6008, 2.1569)
H (3.7311, -3.6991, 0.9577)
H (-1.0711, -4.1578, 1.6954)
H (-0.7683, -1.6348, 3.3202)
H (-2.6099, -1.4916, 1.8436)
H (-1.8791, -2.2615, 0.5394)
H (-1.2043, -0.5345, -0.6967)
H (-2.9299, -0.7427, -2.3326)
H (-1.5527, 0.8942, 2.2841)
H (-0.5483, 1.8016, 0.7799)
H (0.5901, -0.5919, 0.5393)
H (2.1946, -0.4476, 3.0471)
H (0.9849, 0.9204, 3.5327)
H (2.0815, 2.6122, 1.9882)
H (3.5025, 1.4488, 2.4172)
H (4.1518, -0.8227, 0.9406)
H (4.6686, -1.5834, -1.7471)
H (3.5168, -0.0393, -3.8464)
H (1.8642, 2.2623, -3.3177)
H (1.4313, 2.9627, -0.5434)
F (-4.9942, 4.8957, -3.6068)
P (-4.4188, 3.5250, -3.1375)
F (-5.7608, 3.2909, -2.3796)
F (-3.2821, 4.5710, -2.9281)
F (-5.0874, 2.8847, -4.3918)
F (-4.0381, 2.9254, -1.7498)
F (-3.3501, 2.5822, -3.7693)



Entry 2:
# C3H11N2O

A cluster of 2 separate species, C3H11N2O in total at a distorted geometry (ωB97M-V/def2-TZVPD, the Open Molecules 2025 dataset).

energy above the lowest of the compared OMol25 structures with the same formula, charge and spin	32.26	kcal per mole
max |F|	2.52	eV/Å
LUMO	-4.15	eV
E_HOMO	-13.57	eV
total charge	+1
calculated total energy	-305.4013	Eh

Geometry (Å):
C (-0.1070, 1.5619, 0.9298)
C (0.0545, 0.2686, 0.1685)
N (1.1399, -0.6185, 0.7092)
C (2.3333, -0.6858, 0.2071)
N (3.1003, -1.7687, 0.0873)
H (-0.3031, 1.3631, 1.9898)
H (-1.0581, 2.0100, 0.6408)
H (0.8036, 2.1456, 0.8866)
H (0.3460, 0.3762, -0.8750)
H (-0.8168, -0.3828, 0.2096)
H (0.9108, -1.0622, 1.5936)
H (2.6054, 0.0911, -0.5043)
H (3.1367, -2.4416, 0.8489)
H (4.0515, -1.5949, -0.2381)
H (-5.1535, -0.0827, -2.8884)
H (-5.9359, 0.6487, -1.8063)
O (-5.1077, 0.1720, -1.9590)



Entry 3:
# CHClO2S

The molecule CHClO2S at a distorted geometry (ωB97M-V/def2-TZVPD, the Open Molecules 2025 dataset).

energy above the lowest of the compared OMol25 structures with the same formula, charge and spin	69.45	kcal per mole
max |F|	4.37	eV/Å
LUMO (spin up / spin down)	-0.69 / -0.67	eV
E_HOMO (spin up / spin down)	-7.53 / -7.55	eV
total charge	0
calculated total energy	-1047.4227	Eh

Geometry (Å):
C (-0.3986, -0.0205, 0.1349)
O (2.7252, 0.0956, 0.0786)
O (-1.5061, -0.6282, -0.0491)
S (1.6575, -0.9283, 0.0764)
Cl (-0.2515, 1.6316, 0.0674)
H (-2.2265, -0.1502, -0.3082)



Entry 4:
# C29H35IrN5O2PS3

A structure of composition C29H35IrN5O2PS3 at a distorted geometry (ωB97M-V/def2-TZVPD, the Open Molecules 2025 dataset).

energy above the lowest of the compared OMol25 structures with the same formula, charge and spin	74.53	kcal per mole
2S+1	2
<S²>	0.762
max |F|	2.54	eV/Å
LUMO (spin up / spin down)	-3.65 / -5.05	eV
E_HOMO (spin up / spin down)	-9.28 / -9.25	eV
total charge	+1
calculated total energy	-3190.3356	Eh

Geometry (Å):
Ir (0.1174, -0.0244, 0.2253)
S (4.1484, -0.4992, 2.3346)
C (3.1134, -1.6916, 2.9994)
C (1.8774, -1.6874, 2.4363)
C (1.7354, -0.7032, 1.4248)
C (2.8861, 0.0200, 1.2619)
C (3.0423, 1.0975, 0.3245)
C (4.1882, 1.8880, 0.2337)
C (4.2367, 2.9000, -0.7029)
C (3.1550, 3.0779, -1.5583)
C (2.0535, 2.2594, -1.3986)
N (1.9828, 1.3174, -0.4655)
H (3.4830, -2.3213, 3.7913)
H (1.0972, -2.3585, 2.7659)
H (5.0099, 1.7094, 0.9123)
H (5.1052, 3.5403, -0.7685)
H (3.1744, 3.8373, -2.3258)
H (1.1910, 2.3551, -2.0444)
S (-0.0795, -0.9492, -2.0198)
N (-0.9065, -1.8475, 0.9551)
S (-2.3064, -2.6029, 0.8000)
C (-2.3319, -3.6263, 2.2832)
C (-1.4040, -4.6447, 2.4466)
C (-1.3684, -5.3391, 3.6437)
C (-2.2523, -5.0118, 4.6640)
C (-3.1584, -3.9752, 4.4983)
C (-3.1973, -3.2697, 3.3053)
C (-2.1041, -3.9267, -0.4176)
C (-3.2304, -4.6601, -0.7583)
C (-3.1240, -5.6446, -1.7270)
C (-1.9009, -5.8881, -2.3374)
C (-0.7814, -5.1505, -1.9829)
C (-0.8825, -4.1536, -1.0234)
H (-0.1654, -2.4744, 1.2440)
H (-0.7211, -4.9011, 1.6462)
H (-0.6516, -6.1379, 3.7734)
H (-2.2307, -5.5665, 5.5916)
H (-3.8371, -3.7095, 5.2964)
H (-3.8945, -2.4536, 3.1662)
H (-4.1779, -4.4671, -0.2699)
H (-3.9978, -6.2176, -2.0048)
H (-1.8261, -6.6527, -3.0983)
H (0.1718, -5.3405, -2.4565)
H (-0.0221, -3.5521, -0.7643)
N (-0.5392, 4.4064, -0.2917)
C (-0.9947, 4.5055, -1.6836)
P (-1.8624, 2.9118, -2.0373)
O (-3.3072, 2.9095, -1.7792)
O (-1.0326, 1.9363, -1.0446)
C (-1.4476, 2.2706, -3.7028)
N (-2.2174, 1.0358, -3.8238)
H (-1.2994, 4.6164, 0.3472)
H (0.2082, 5.0630, -0.1075)
H (-0.6333, 2.5497, -0.3725)
H (-0.1342, 4.6142, -2.3456)
H (-1.6920, 5.3253, -1.8693)
H (-0.3827, 2.0344, -3.7626)
H (-1.6868, 3.0314, -4.4546)
H (-2.2048, 0.6838, -4.7737)
H (-3.1844, 1.2104, -3.5632)
H (-1.0779, -0.1972, -2.5424)
C (1.2106, 2.5615, 2.5701)
C (-0.2429, 2.2353, 2.5481)
C (-1.2223, 2.7467, 3.3943)
C (-2.4437, 2.1842, 2.9968)
C (-2.1738, 1.3470, 1.9206)
C (-3.1515, 0.5386, 1.1448)
N (-0.8306, 1.3843, 1.6561)
H (1.3820, 3.4524, 3.1699)
H (1.5881, 2.7204, 1.5580)
H (1.7847, 1.7374, 3.0055)
H (-1.0461, 3.4495, 4.1918)
H (-3.4195, 2.3623, 3.4170)
H (-4.1178, 1.0375, 1.1197)
H (-3.2894, -0.4402, 1.6117)
H (-2.7963, 0.3737, 0.1259)



Question: Look up the max |F| of the fourth one.
Answer: 2.54 eV/Å



Question: Which of these has the lowest max |F|?
Answer: C3H11N2O



Question: Among the records above, which one has the lowest calculated total energy?
Answer: C13H21BBrF6NO3P2